ORCA calculation (the ωB97M-V functional and the def2-TZVPD basis) on a 2-piece molecular cluster, CH4IN2 overall in a non-equilibrium geometry.

XYZ file:
```
8
Properties=species:S:1:pos:R:3:forces:R:3:lowdin_charge:R:1
I 1.9710 -2.0855 -0.1894 0.528 -0.571 -0.381 0.911
N 1.4239 -0.2725 0.2429 -1.627 1.658 0.067 -0.589
N -1.1813 0.1825 0.3244 -2.114 0.017 4.357 0.097
C -0.4953 0.3596 -0.6929 2.525 0.284 -0.373 0.079
H -2.1175 0.6057 0.4883 0.362 -0.286 -0.936 0.162
H -0.8257 0.9551 -1.5875 0.294 -0.783 0.793 0.132
H 2.1414 0.4720 0.0872 -0.463 -0.844 -0.506 -0.001
H -0.9165 -0.2169 1.3271 0.495 0.524 -3.023 0.209
```
Forces are in eV/Å.

The value obtained for the energy relative to the best compared isomer or geometry (same formula, charge and spin) is 123.85 kcal/mol. The HOMO energy (alpha / beta) comes out at -13.616 / -13.502 eV. Its charge is +1. Its spin multiplicity is 1. Its orbital gap (alpha / beta) is 7.45 / 7.46 eV.


ORCA calculation (the ωB97M-V functional and the def2-TZVPD basis) on an isolated ion of composition CH4IN2O and charge +1 in a non-equilibrium geometry.

XYZ file:
```
9
Properties=species:S:1:pos:R:3:forces:R:3:lowdin_charge:R:1
I 3.0016 -0.1412 0.1371 -2.778 0.091 0.002 0.909
O 0.6995 2.1878 0.1553 -1.598 0.969 0.837 -0.020
N 0.0517 -1.2685 0.2418 -0.026 -1.254 -0.248 0.145
N -0.0194 0.9907 0.0226 5.182 0.849 -1.096 0.039
C 0.6661 -0.1281 0.1109 0.897 0.503 0.639 -0.552
H -0.8757 1.2630 0.3829 -2.481 -0.433 0.739 0.159
H 0.5864 -2.0406 0.5876 0.302 -0.420 -0.103 0.108
H 1.5564 2.2699 -0.2549 0.505 -0.930 -0.952 0.053
H -0.8601 -1.5346 -0.1227 -0.004 0.626 0.181 0.158
```
Forces are in eV/Å.

The value obtained for the energy relative to the best compared isomer or geometry (same formula, charge and spin) is 21.44 kcal/mol. Its structure (SMILES) is N/C(I)=[NH+]/O. The HOMO energy comes out at -15.002 eV. Its charge is +1. Its spin multiplicity is 1. Its orbital gap is 9.03 eV.


ORCA calculation (the ωB97M-V functional and the def2-TZVPD basis) on CH4INO3S as an isolated structure in a non-equilibrium geometry.

XYZ file:
```
11
Properties=species:S:1:pos:R:3:forces:R:3:lowdin_charge:R:1
I -1.7442 -1.2925 -0.2559 0.054 -0.363 0.242 1.641
S -3.4528 1.3008 0.1482 0.395 1.119 0.003 0.719
O -4.8652 1.4869 0.3599 -0.236 -0.640 -0.093 -0.458
O -3.0364 0.7156 -1.1347 -1.128 0.408 0.176 -0.655
O -0.6593 0.1509 -0.9784 -0.472 -0.827 0.572 -0.632
N -2.6123 -0.3447 1.2365 -0.715 -0.733 0.549 -0.627
C 0.7093 0.1253 -0.6586 0.974 0.525 -3.649 -0.216
H 1.2511 0.3492 -1.6237 -0.638 0.086 0.575 0.109
H -3.1004 -0.9961 1.9444 1.129 0.881 -1.386 0.011
H 1.1149 -0.8214 -0.4787 0.348 -1.465 1.208 0.041
H 0.9876 0.9138 -0.0429 0.287 1.008 1.803 0.067
```
Forces are in eV/Å.

The value obtained for the energy relative to the best compared isomer or geometry (same formula, charge and spin) is 61.97 kcal/mol. The HOMO energy comes out at -9.026 eV. Its charge is 0. Its spin multiplicity is 1. Its orbital gap is 7.69 eV.


ORCA calculation (the ωB97M-V functional and the def2-TZVPD basis) on one molecule with the formula CH4INOS in a non-equilibrium geometry.

XYZ file:
```
9
Properties=species:S:1:pos:R:3:forces:R:3:lowdin_charge:R:1
I -2.9270 -0.5824 0.1833 0.695 0.073 -0.298 0.187
S -0.8665 1.0242 -0.2976 0.689 -1.533 0.766 0.514
O 1.6737 -1.1319 0.1767 0.652 1.908 0.134 -0.047
N -0.9698 1.8383 0.9671 -0.012 1.032 -0.176 -0.508
C 0.7896 -0.4363 -0.6132 -3.727 -2.891 0.542 -0.326
H 1.2327 0.0463 -1.4142 1.197 1.171 -1.261 0.031
H 0.0131 -1.1922 -0.9825 0.874 1.271 0.060 0.052
H 1.3065 -1.9298 0.5321 -0.642 -0.436 0.253 0.088
H -0.2524 2.3639 1.4482 0.273 -0.595 -0.021 0.009
```
Forces are in eV/Å.

The value obtained for the energy relative to the best compared isomer or geometry (same formula, charge and spin) is 52.70 kcal/mol. The HOMO energy (alpha / beta) comes out at -8.234 / -8.232 eV. Its charge is 0. Its spin multiplicity is 1. Its orbital gap (alpha / beta) is 6.85 / 6.85 eV.


ORCA calculation (the ωB97M-V functional and the def2-TZVPD basis) on a 2-piece molecular cluster, CH4INS overall in a non-equilibrium geometry.

XYZ file:
```
8
Properties=species:S:1:pos:R:3:forces:R:3:lowdin_charge:R:1
I 3.2564 0.3300 -0.0723 -0.258 0.051 -0.012 0.701
S -0.1487 -1.2808 0.0047 1.831 2.195 -0.217 0.590
N -1.6884 -0.7050 0.1484 -0.312 -0.149 0.145 -0.479
C 1.2472 0.8443 -0.1281 -1.392 -2.627 0.218 -0.751
H 0.8759 1.3254 0.7568 0.010 0.151 0.166 -0.046
H 0.8952 1.1956 -1.0786 0.016 0.142 -0.202 -0.048
H -2.2869 -0.8079 -0.6575 0.040 0.059 0.041 0.016
H -2.1508 -0.9016 1.0266 0.066 0.178 -0.139 0.018
```
Forces are in eV/Å.

The value obtained for the energy relative to the best compared isomer or geometry (same formula, charge and spin) is 42.47 kcal/mol. The HOMO energy (alpha / beta) comes out at -8.135 / -8.134 eV. Its charge is 0. Its spin multiplicity is 1. Its orbital gap (alpha / beta) is 7.75 / 7.75 eV.


ORCA calculation (the ωB97M-V functional and the def2-TZVPD basis) on one molecule with the formula CH4IOP in a non-equilibrium geometry.

XYZ file:
```
8
Properties=species:S:1:pos:R:3:forces:R:3:lowdin_charge:R:1
I -0.5022 1.7529 -1.7309 0.076 0.151 0.484 0.315
P -0.5683 1.1188 0.6859 -0.016 -0.980 -0.415 0.459
O -0.5180 -1.5143 -0.3841 -1.854 -0.139 -1.968 -0.115
C 0.2211 -0.6282 0.2900 -0.155 1.798 3.061 -0.662
H 0.6626 1.6459 1.1941 -0.120 -0.036 -0.497 -0.119
H 1.1037 -0.3493 -0.1783 1.960 0.256 -1.022 0.019
H -0.8424 -0.9758 -1.1385 -0.108 -0.990 -0.031 0.025
H 0.4435 -1.0500 1.2619 0.218 -0.059 0.388 0.077
```
Forces are in eV/Å.

The value obtained for the energy relative to the best compared isomer or geometry (same formula, charge and spin) is 10.85 kcal/mol. Its structure (SMILES) is OCPI. The HOMO energy comes out at -9.246 eV. Its charge is 0. Its spin multiplicity is 1. Its orbital gap is 8.92 eV.


ORCA calculation (the ωB97M-V functional and the def2-TZVPD basis) on one molecule with the formula CH4N in a non-equilibrium geometry.

XYZ file:
```
6
Properties=species:S:1:pos:R:3:forces:R:3:lowdin_spin:R:1
N -0.5396 -0.7853 -0.4924 -0.072 -0.440 -0.582 0.811
C 0.3040 0.2241 0.0724 -0.375 -0.899 0.198 0.108
H 0.1744 1.1438 -0.4840 -0.379 0.659 0.216 0.038
H 1.3009 -0.0659 -0.1533 1.096 -0.243 -0.174 0.004
H -1.4797 -0.8212 -0.1025 0.054 0.384 0.363 0.028
H 0.2401 0.3045 1.1597 -0.323 0.539 -0.021 0.011
```
Forces are in eV/Å.

The HOMO energy (alpha / beta) comes out at -10.021 / -9.823 eV. Its charge is 0. Its spin multiplicity is 2. Its orbital gap (alpha / beta) is 11.31 / 9.71 eV. Its expectation value of S² is 0.754.


ORCA calculation (the ωB97M-V functional and the def2-TZVPD basis) on one molecule with the formula CH4N2 in a non-equilibrium geometry.

XYZ file:
```
7
Properties=species:S:1:pos:R:3:forces:R:3:lowdin_charge:R:1
N 0.4167 1.2750 0.3472 0.937 -0.880 -0.266 0.035
N -0.3655 -0.5493 -0.8316 -0.460 0.392 0.468 0.059
C -0.1784 0.1475 0.3382 0.422 -0.234 -0.464 -0.402
H -0.5762 -1.5231 -0.7011 -0.065 -0.018 -0.314 0.078
H -0.5747 -0.4034 1.1989 0.279 0.070 0.239 0.110
H 0.3009 -0.2996 -1.5441 -0.142 -0.103 -0.178 0.089
H 0.9772 1.3528 1.1926 -0.971 0.771 0.513 0.031
```
Forces are in eV/Å.

The value obtained for the energy relative to the best compared isomer or geometry (same formula, charge and spin) is 33.18 kcal/mol. Its structure (SMILES) is [H]/N=C/N. The HOMO energy comes out at -8.964 eV. Its charge is 0. Its spin multiplicity is 1. Its orbital gap is 10.03 eV.


no.,molecular weight (g mol⁻¹)
1,171.0
2,187.0
3,237.0
4,205.0
5,189.0
6,189.9
7,30.0
8,44.1